{
  "formula": "C6H5NO",
  "method": "the ωB97M-V functional and the def2-TZVPD basis",
  "orbital_gap_ev": 9.156,
  "e_homo_ev": -8.445,
  "max_force_ev_per_a": 10.76,
  "e_tot_ev": -9835.570,
  "spin_multiplicity": 1,
  "species": ["C", "C", "C", "N", "C", "O", "C", "C", "H", "H", "H", "H", "H"],
  "xyz": [[-0.267, -0.732, 2.808], [-0.636, -0.313, 1.624], [-0.487, 0.535, 0.393], [-1.137, 1.666, 0.174], [-0.585, 2.141, -0.905], [0.195, 1.087, -1.558], [0.254, 0.049, -0.715], [0.859, -1.390, -0.920], [-0.338, -1.194, 3.694], [-0.764, 2.970, -1.426], [1.998, -1.052, -0.733], [0.362, -2.284, -0.347], [0.547, -1.485, -2.089]],
  "lowdin_charge": [0.13, -0.01, -0.33, 0.13, -0.06, 0.03, -0.28, -0.02, -0.04, 0.08, 0.13, 0.11, 0.12]
}

---

{
  "formula": "C36H50ClNO3P4Sn",
  "method": "the ωB97M-V functional and the def2-TZVPD basis",
  "orbital_gap_ev": 8.064,
  "e_homo_ev": -12.885,
  "charge": 2,
  "max_force_ev_per_a": 4.25,
  "e_tot_ev": -101272.843,
  "spin_multiplicity": 1,
  "species": ["P", "C", "C", "H", "C", "H", "C", "H", "C", "H", "C", "H", "C", "C", "H", "C", "H", "C", "H", "C", "H", "C", "H", "C", "C", "H", "C", "H", "C", "H", "C", "H", "C", "H", "Sn", "C", "C", "H", "C", "O", "H", "C", "H", "C", "Cl", "P", "P", "C", "H", "H", "H", "C", "H", "H", "H", "C", "H", "H", "H", "C", "H", "H", "H", "C", "H", "H", "H", "C", "H", "H", "H", "P", "C", "C", "H", "H", "H", "H", "H", "H", "C", "H", "H", "H", "H", "O", "C", "C", "C", "C", "O", "N", "H", "H", "H", "H"],
  "xyz": [[1.297, 1.073, -2.622], [3.024, 1.501, -2.843], [3.806, 0.894, -3.843], [3.391, 0.078, -4.438], [5.108, 1.346, -4.066], [5.708, 0.876, -4.843], [5.636, 2.388, -3.298], [6.652, 2.737, -3.482], [4.862, 2.977, -2.292], [5.272, 3.783, -1.685], [3.561, 2.536, -2.056], [2.952, 2.992, -1.272], [0.970, -0.536, -3.360], [1.703, -1.649, -2.906], [2.503, -1.518, -2.172], [1.411, -2.920, -3.399], [1.951, -3.781, -3.006], [0.447, -3.085, -4.395], [0.237, -4.077, -4.796], [-0.241, -1.974, -4.884], [-0.981, -2.091, -5.674], [-0.002, -0.702, -4.365], [-0.536, 0.167, -4.758], [0.249, 2.354, -3.330], [0.612, 2.955, -4.553], [1.516, 2.623, -5.068], [-0.182, 3.967, -5.092], [0.106, 4.420, -6.039], [-1.326, 4.406, -4.420], [-1.931, 5.208, -4.842], [-1.686, 3.816, -3.205], [-2.572, 4.153, -2.667], [-0.912, 2.789, -2.664], [-1.199, 2.334, -1.715], [0.211, 0.229, 1.928], [-1.629, -1.066, 1.563], [-1.934, -1.448, 0.317], [-2.165, -1.417, 2.447], [-1.109, -0.856, -0.822], [-2.007, 0.001, -1.592], [-1.541, 0.373, -2.369], [0.011, -0.064, -0.250], [-0.674, -1.654, -1.467], [0.887, 0.829, -0.600], [2.157, 1.709, 2.289], [-1.420, 2.209, 2.440], [1.764, -1.866, 2.199], [-0.952, 3.238, 3.860], [0.138, 3.371, 3.876], [-1.257, 2.746, 4.795], [-1.459, 4.210, 3.770], [-1.509, 3.346, 1.026], [-2.193, 2.952, 0.261], [-0.510, 3.470, 0.585], [-1.873, 4.320, 1.386], [-3.125, 1.667, 2.759], [-3.140, 0.928, 3.572], [-3.543, 1.202, 1.855], [-3.732, 2.540, 3.042], [2.619, -2.064, 3.785], [1.940, -2.499, 4.530], [2.979, -1.090, 4.143], [3.472, -2.740, 3.627], [0.855, -3.417, 1.952], [0.454, -3.461, 0.930], [0.020, -3.468, 2.666], [1.541, -4.262, 2.113], [3.083, -1.826, 0.955], [3.458, -0.798, 0.856], [2.706, -2.175, -0.016], [3.895, -2.483, 1.301], [-3.292, -2.524, -0.240], [-3.863, -3.478, 1.151], [-2.604, -3.573, -1.529], [-4.204, -2.815, 1.956], [-3.060, -4.121, 1.534], [-4.700, -4.111, 0.828], [-2.257, -2.969, -2.377], [-3.372, -4.275, -1.882], [-1.755, -4.144, -1.130], [-4.582, -1.493, -0.934], [-4.924, -0.777, -0.176], [-5.427, -2.114, -1.257], [-4.172, -0.934, -1.784], [1.550, 1.375, 0.078], [1.570, 1.400, 5.235], [0.725, 0.530, 5.400], [0.323, 0.013, 6.775], [-0.671, -1.076, 6.490], [-0.771, -1.124, 4.967], [-1.435, -1.973, 4.365], [0.001, -0.131, 4.414], [1.210, -0.353, 7.307], [-0.115, 0.832, 7.359], [-0.342, -2.049, 6.873], [-1.655, -0.843, 6.913]],
  "lowdin_charge": [1.16, -0.33, -0.07, 0.11, -0.05, 0.12, -0.04, 0.12, -0.05, 0.12, -0.07, 0.11, -0.34, -0.09, 0.11, -0.06, 0.12, -0.05, 0.12, -0.06, 0.12, -0.07, 0.12, -0.32, -0.06, 0.12, -0.05, 0.12, -0.04, 0.12, -0.05, 0.12, -0.09, 0.07, 0.72, -0.15, -0.37, 0.03, -0.38, -0.05, 0.06, -0.31, 0.13, -0.20, 0.12, 0.76, 0.77, -0.23, 0.04, 0.06, 0.06, -0.24, 0.05, 0.05, 0.06, -0.23, 0.06, 0.04, 0.07, -0.22, 0.06, 0.06, 0.06, -0.23, 0.04, 0.05, 0.07, -0.24, 0.04, 0.03, 0.06, 0.89, -0.16, -0.16, 0.08, 0.08, 0.08, 0.06, 0.08, 0.07, -0.16, 0.07, 0.07, 0.06, -0.06, -0.01, -0.52, -0.09, -0.09, -0.51, -0.02, 0.04, 0.13, 0.13, 0.13, 0.13]
}

---

{
  "formula": "C2H3I2P",
  "method": "the ωB97M-V functional and the def2-TZVPD basis",
  "orbital_gap_ev": 8.394,
  "e_homo_ev": -8.870,
  "max_force_ev_per_a": 5.54,
  "e_tot_ev": -27612.080,
  "spin_multiplicity": 1,
  "species": ["C", "C", "P", "I", "I", "H", "H", "H"],
  "xyz": [[0.257, -0.858, -0.326], [-0.438, 0.262, -0.349], [-2.329, 0.057, -1.110], [-3.430, 1.893, 0.200], [-3.158, -1.841, -0.069], [1.184, -1.077, 0.153], [-0.194, -1.807, -0.787], [-0.246, 1.158, 0.046]],
  "lowdin_charge": [-0.14, -0.41, -0.08, 0.21, 0.36, 0.04, 0.04, -0.03]
}

---

{
  "formula": "C16H21O3Ru",
  "method": "the ωB97M-V functional and the def2-TZVPD basis",
  "orbital_gap_ev": [5.285, 6.517],
  "e_homo_ev": [-2.223, -3.708],
  "s_squared": 6.031,
  "charge": -1,
  "max_force_ev_per_a": 4.29,
  "e_tot_ev": -25650.819,
  "spin_multiplicity": 5,
  "species": ["Ru", "C", "C", "C", "H", "C", "C", "H", "H", "H", "H", "C", "C", "C", "H", "C", "C", "H", "H", "H", "H", "O", "C", "C", "C", "C", "C", "H", "H", "H", "H", "H", "H", "H", "H", "H", "H", "O", "C", "O", "H"],
  "xyz": [[-0.499, -1.149, 0.111], [-1.425, -2.035, 1.954], [-0.969, -0.754, 2.447], [-1.553, 0.277, 1.636], [-0.312, -0.590, 3.268], [-2.384, -0.332, 0.623], [-2.328, -1.776, 0.849], [-2.920, -2.510, 0.346], [-1.199, -2.996, 2.354], [-1.416, 1.337, 1.764], [-2.983, 0.176, -0.099], [0.810, -2.632, -1.121], [-0.591, -2.977, -1.049], [-1.363, -1.882, -1.654], [-0.994, -3.891, -0.691], [-0.424, -0.831, -2.045], [0.930, -1.311, -1.709], [1.811, -0.761, -1.865], [1.615, -3.243, -0.799], [-2.400, -1.851, -1.825], [-0.667, 0.082, -2.500], [0.822, 0.567, 0.354], [0.447, 3.035, -1.021], [1.251, 3.007, 0.387], [-1.094, 2.905, -0.976], [1.300, 2.513, -2.215], [1.455, 1.602, 1.036], [0.736, 3.656, 1.125], [2.255, 3.486, 0.277], [2.553, 1.333, 1.083], [1.147, 1.592, 2.120], [-1.633, 3.768, -1.431], [-1.427, 2.747, 0.092], [-1.433, 1.952, -1.464], [1.729, 3.339, -2.819], [0.742, 1.821, -2.877], [2.122, 1.856, -1.788], [3.109, -2.515, 2.733], [2.083, -2.380, 2.035], [1.613, -1.320, 1.517], [1.483, -3.312, 1.838]],
  "lowdin_charge": [1.31, -0.17, -0.11, -0.16, 0.10, -0.20, -0.27, 0.09, 0.09, 0.08, 0.09, -0.12, -0.21, -0.23, 0.08, -0.16, -0.14, 0.08, 0.09, 0.09, 0.06, -0.41, -0.23, -0.17, -0.09, -0.10, -0.37, 0.08, 0.09, 0.11, 0.10, 0.06, 0.06, 0.05, 0.06, 0.05, 0.08, -0.10, -0.60, -0.15, 0.10]
}

---

{
  "formula": "C7H15N2",
  "method": "the ωB97M-V functional and the def2-TZVPD basis",
  "orbital_gap_ev": 8.673,
  "e_homo_ev": -12.091,
  "charge": 1,
  "max_force_ev_per_a": 3.43,
  "e_tot_ev": -10473.188,
  "spin_multiplicity": 1,
  "species": ["C", "C", "C", "C", "C", "N", "C", "N", "C", "H", "H", "H", "H", "H", "H", "H", "H", "H", "H", "H", "H", "H", "H", "H"],
  "xyz": [[0.909, 1.794, -1.285], [1.055, 0.745, -0.227], [2.313, 0.570, 0.542], [0.010, 0.010, 0.164], [-0.219, -1.218, 0.990], [0.141, -2.375, 0.100], [-1.743, -1.034, 0.806], [-1.368, -0.118, -0.293], [-2.263, 1.058, -0.371], [0.753, 2.918, -1.040], [2.007, 1.965, -1.665], [0.169, 1.440, -1.986], [3.218, 0.383, -0.074], [2.527, 1.549, 0.976], [2.130, -0.098, 1.351], [0.276, -1.294, 1.941], [-0.295, -3.275, 0.415], [1.161, -2.492, -0.308], [-0.422, -2.087, -0.757], [-2.462, -1.715, 0.493], [-2.193, -0.592, 1.656], [-2.311, 1.348, -1.397], [-3.287, 0.731, -0.092], [-2.107, 2.016, 0.384]],
  "lowdin_charge": [-0.04, -0.29, -0.04, -0.21, -0.18, 0.19, -0.09, -0.13, -0.07, 0.12, 0.12, 0.07, 0.11, 0.10, 0.06, 0.15, 0.19, 0.23, 0.18, 0.11, 0.12, 0.06, 0.09, 0.16]
}

---

{
  "formula": "C8H24AsF6N5O7P2SV",
  "method": "the ωB97M-V functional and the def2-TZVPD basis",
  "orbital_gap_ev": [6.552, 6.531],
  "e_homo_ev": [-18.405, -18.405],
  "charge": 3,
  "max_force_ev_per_a": 4.40,
  "e_tot_ev": -162694.502,
  "spin_multiplicity": 1,
  "species": ["V", "N", "C", "C", "P", "O", "O", "O", "P", "O", "O", "O", "H", "H", "H", "H", "H", "H", "H", "H", "N", "C", "N", "S", "H", "H", "H", "H", "C", "N", "C", "C", "O", "N", "C", "C", "H", "H", "H", "H", "H", "H", "H", "H", "H", "H", "H", "H", "F", "As", "F", "F", "F", "F", "F"],
  "xyz": [[0.064, -0.125, -0.489], [-1.058, 1.489, -4.575], [-1.642, 1.322, -3.219], [-3.039, 1.900, -3.126], [-0.399, 2.230, -2.144], [-1.158, 2.665, -0.818], [0.177, 3.277, -2.975], [0.516, 1.079, -1.651], [-1.563, -0.407, -2.610], [-2.930, -1.030, -3.012], [-0.340, -1.118, -3.026], [-1.544, -0.179, -1.040], [-0.512, 2.394, -4.551], [-1.770, 1.538, -5.320], [-0.393, 0.734, -4.810], [-3.041, 2.970, -3.340], [-3.444, 1.747, -2.123], [-3.717, 1.397, -3.817], [-1.444, 3.588, -0.840], [-3.003, -1.964, -3.232], [1.751, -3.077, -1.986], [1.011, -3.529, -1.000], [1.207, -4.693, -0.427], [-0.367, -2.586, -0.432], [2.579, -3.572, -2.295], [1.495, -2.232, -2.490], [1.938, -5.324, -0.743], [0.627, -5.022, 0.334], [-1.419, -0.257, 4.417], [-0.724, -0.587, 3.187], [-0.761, -1.982, 2.796], [-0.143, 0.315, 2.391], [-0.094, 0.042, 1.098], [0.401, 1.442, 2.844], [0.923, 1.587, 4.186], [0.671, 2.555, 1.966], [-2.384, -0.771, 4.400], [-1.602, 0.811, 4.501], [-0.873, -0.608, 5.295], [-0.877, -2.581, 3.696], [0.178, -2.255, 2.311], [-1.603, -2.194, 2.131], [1.068, 0.626, 4.670], [0.286, 2.218, 4.806], [1.894, 2.083, 4.120], [-0.038, 2.565, 1.139], [1.695, 2.517, 1.578], [0.573, 3.481, 2.534], [1.682, -0.756, -0.671], [3.527, -0.302, 0.311], [4.845, 0.121, 1.226], [2.354, -0.425, 1.692], [2.798, 1.278, 0.046], [3.534, -2.044, 0.376], [4.086, -0.350, -1.289]],
  "lowdin_charge": [0.97, 0.21, -0.48, -0.04, 0.45, -0.08, -0.17, -0.32, 0.41, -0.02, -0.26, -0.36, 0.16, 0.20, 0.18, 0.12, 0.11, 0.11, 0.14, 0.14, 0.18, -0.71, 0.18, 0.94, 0.16, 0.10, 0.16, 0.14, 0.01, -0.09, -0.02, -0.32, -0.11, -0.08, 0.01, 0.01, 0.12, 0.11, 0.12, 0.12, 0.08, 0.09, 0.11, 0.12, 0.12, 0.07, 0.10, 0.13, -0.39, 0.98, -0.11, -0.24, -0.22, -0.20, -0.16]
}